A 2-piece molecular cluster, C14H16O overall, computed with ωB97M-V with the def2-TZVPD basis set.

As for the SMILES: Cc1ccc(O)cc1.Cc1ccccc1. The calculation puts the energy relative to the best compared isomer or geometry (same formula, charge and spin) at 2.6674 eV. The value obtained for the HOMO energy is -0.3028 Ha. Its total charge is 0. The value obtained for the HOMO-LUMO gap is 0.3255 hartree.

Atoms and positions in Å:
C: -1.8008 3.2660 -0.8861
C: -1.5787 2.0212 0.0100
C: -0.9606 1.9949 1.2009
C: -0.6029 0.7436 1.7634
C: -1.0235 -0.5069 1.1022
O: -0.8511 -1.7885 1.5226
C: -1.9582 -0.3585 0.0853
C: -2.1071 0.8673 -0.5114
H: -2.6189 3.9400 -0.5425
H: -2.1693 3.2318 -1.8853
H: -0.8775 3.8242 -0.9255
H: -0.8203 2.8816 1.6644
H: -0.1649 0.7479 2.7644
H: -0.6811 -1.8666 2.5683
H: -2.4854 -1.3175 -0.2848
H: -2.5957 0.9133 -1.4352
C: 1.0680 -3.3387 -0.3816
C: 1.2273 -1.8614 -0.4665
C: 1.9137 -1.3932 0.6368
C: 2.5299 -0.1482 0.5543
C: 2.2764 0.7161 -0.5027
C: 1.2250 0.3847 -1.4256
C: 0.8319 -0.9526 -1.4538
H: 1.2021 -3.7769 -1.4006
H: 0.0869 -3.6955 -0.0284
H: 1.7501 -3.7791 0.2666
H: 1.9714 -2.1234 1.5039
H: 3.1609 0.2662 1.4973
H: 2.8654 1.6165 -0.5585
H: 1.0193 0.9509 -2.2920
H: 0.1674 -1.4591 -2.1601

A 2-piece molecular cluster, C14H16O2 overall, computed with ωB97M-V with the def2-TZVPD basis set.

As for the SMILES: Cc1ccc(O)cc1.Cc1ccc(O)cc1. The calculation puts the energy relative to the best compared isomer or geometry (same formula, charge and spin) at 0.6159 eV. The value obtained for the HOMO energy is -0.3123 Ha. Its total charge is 0. The value obtained for the HOMO-LUMO gap is 0.3378 hartree.

Atoms and positions in Å:
C: -1.9650 -2.2298 1.8145
C: -1.5639 -1.9271 0.3947
C: -2.5280 -1.8852 -0.6218
C: -2.1432 -1.8752 -1.9467
C: -0.8133 -1.6695 -2.2657
O: -0.4420 -1.6745 -3.6091
C: 0.1369 -1.6818 -1.2795
C: -0.2355 -1.9242 0.0505
H: -1.1260 -2.6878 2.3356
H: -2.7641 -2.9656 1.9454
H: -2.3091 -1.3883 2.4181
H: -3.5478 -2.1588 -0.3812
H: -2.8755 -2.0219 -2.7366
H: -0.6898 -0.8292 -4.0008
H: 1.1851 -1.4982 -1.5095
H: 0.5908 -1.9237 0.7534
C: 1.9761 0.2525 2.2680
C: 1.5675 1.3076 1.2803
C: 2.4915 2.2371 0.8222
C: 2.1736 3.1494 -0.1751
C: 0.9029 3.0981 -0.7395
O: 0.6786 3.9553 -1.7899
C: -0.0075 2.1290 -0.3964
C: 0.3110 1.2981 0.6922
H: 2.7636 0.6266 2.9167
H: 2.3899 -0.6201 1.7674
H: 1.1963 -0.0453 2.9644
H: 3.5063 2.2351 1.1988
H: 2.8937 3.8368 -0.5863
H: -0.2563 4.1874 -1.8175
H: -0.9712 1.9567 -0.8454
H: -0.5257 0.7365 1.0787

One molecule with the formula C14H16O3, computed with ωB97M-V with the def2-TZVPD basis set.

As for the SMILES: CCOC(=O)CCc1cccc2c1CCC2=O. The calculation puts the energy relative to the best compared isomer or geometry (same formula, charge and spin) at 0.0000 eV. The value obtained for the HOMO energy is -0.3412 Ha. Its total charge is 0. The value obtained for the HOMO-LUMO gap is 0.3571 hartree.

Atoms and positions in Å:
C: -5.7026 -0.2074 0.6222
C: -4.4540 -1.0396 0.3711
O: -3.5544 -0.3735 -0.5186
C: -2.7241 0.5307 0.0128
O: -2.6637 0.7878 1.1853
C: -1.8888 1.1939 -1.0622
C: -0.4745 1.4893 -0.5683
C: 0.4199 0.2880 -0.4202
C: -0.0211 -1.0255 -0.5406
C: 0.8398 -2.1054 -0.3861
C: 2.1781 -1.9093 -0.1059
C: 2.6293 -0.6026 0.0201
C: 1.7667 0.4810 -0.1316
C: 2.4874 1.7816 0.0589
C: 3.9375 1.3844 0.3585
C: 3.9911 -0.1365 0.3162
O: 4.9761 -0.8115 0.4937
H: -6.3925 -0.7657 1.2482
H: -5.4367 0.7169 1.1294
H: -6.1908 0.0327 -0.3193
H: -4.7000 -1.9801 -0.1261
H: -3.9340 -1.2386 1.3139
H: -2.3837 2.1397 -1.2992
H: -1.8893 0.5780 -1.9610
H: 0.0024 2.1956 -1.2532
H: -0.5522 1.9804 0.4071
H: -1.0583 -1.2279 -0.7571
H: 0.4506 -3.1076 -0.4875
H: 2.8635 -2.7333 0.0166
H: 2.4155 2.3989 -0.8396
H: 2.0429 2.3492 0.8790
H: 4.2672 1.7212 1.3418
H: 4.6411 1.7853 -0.3718

One molecule with the formula C14H16S2, computed with ωB97M-V with the def2-TZVPD basis set.

As for the SMILES: CC1=CC(=C2C=C(C)SC(C)=C2)C=C(C)S1. The value obtained for the HOMO energy is -0.2269 Ha. Its total charge is 0. The value obtained for the HOMO-LUMO gap is 0.2395 hartree.

Atoms and positions in Å:
C: 2.4196 0.7997 3.5644
C: 1.9246 1.1066 2.1861
C: 1.1187 0.1699 1.5527
C: 0.6466 0.3031 0.1623
C: -0.5078 -0.4103 -0.2631
C: -1.3582 -1.1166 0.7178
C: -2.4922 -1.8332 0.4423
C: -3.3309 -2.4161 1.5436
S: -3.1377 -2.1245 -1.1484
C: -2.0246 -1.2098 -2.1731
C: -2.2800 -1.1023 -3.6545
C: -0.9310 -0.5208 -1.6830
C: 1.4740 1.1264 -0.7694
C: 2.3006 2.1283 -0.3281
C: 3.0613 2.9313 -1.3735
S: 2.4726 2.5441 1.3703
H: 3.4319 1.1866 3.7364
H: 1.7914 1.1542 4.3816
H: 2.4090 -0.2641 3.6874
H: 0.8666 -0.7388 2.0732
H: -1.1468 -0.9595 1.7459
H: -4.3536 -2.0386 1.5026
H: -2.9320 -2.1378 2.5287
H: -3.3108 -3.5418 1.4828
H: -1.7066 -0.2942 -4.1352
H: -3.3348 -0.9161 -3.8862
H: -2.0318 -2.0666 -4.0917
H: -0.2975 0.0048 -2.3977
H: 1.3552 0.9428 -1.8432
H: 2.8713 2.5629 -2.3950
H: 2.8869 3.9954 -1.2913
H: 4.1460 2.7350 -1.2450

C14H17BCrF6N6O as an isolated structure, computed with ωB97M-V with the def2-TZVPD basis set.

The calculation puts the energy relative to the best compared isomer or geometry (same formula, charge and spin) at 2.8428 eV. The value obtained for the HOMO energy (alpha / beta) is -0.3108 / -0.3108 Ha. Its total charge is 0. The expectation value of S² is 6.021. The value obtained for the HOMO-LUMO gap (alpha / beta) is 0.2511 / 0.2535 hartree. The spin multiplicity is 5.

Atoms and positions in Å:
H: 1.2694 3.8254 0.0405
N: 1.2542 2.0487 -1.1846
B: 0.2776 0.5640 -3.2300
N: 0.7404 1.8735 -2.4915
C: 0.8935 3.0416 -3.1515
Cr: 2.5828 1.0446 0.0158
H: 0.8017 3.0675 -4.2458
C: 1.1728 4.0292 -2.2169
H: 1.3049 5.0759 -2.4511
C: 1.2655 3.3977 -0.9671
H: 0.5173 0.6652 -4.4240
C: -2.1228 -2.8054 2.1137
H: -1.8168 -3.7394 2.6202
H: -1.4017 -1.9999 2.3264
H: -2.1867 -2.9872 1.0241
N: -1.3322 0.1491 -3.2151
N: 1.3066 -0.4154 -2.5693
N: -1.8853 0.0426 -1.9921
N: 1.8107 -0.4144 -1.2588
C: -2.3302 -0.1663 -4.1458
C: 1.9775 -1.3427 -3.2791
H: -2.1906 -0.1165 -5.2276
H: 1.8810 -1.3416 -4.3627
C: -3.4962 -0.5072 -3.4283
C: 2.7155 -2.1240 -2.3875
C: -3.1488 -0.3731 -2.0715
C: 2.5152 -1.5688 -1.1077
H: -4.4542 -0.8012 -3.8020
H: 3.3110 -2.9713 -2.6568
H: -3.7150 -0.5543 -1.1479
H: 2.7748 -1.9421 -0.1181
H: -3.0689 -2.5168 2.4745
C: 2.5800 1.4556 2.6827
C: 1.4514 0.4294 2.8680
O: 1.1021 -0.0112 1.6567
C: 1.9585 -0.7813 3.7975
F: 2.5378 -0.2748 4.9378
F: 1.0085 -1.6720 4.1776
F: 2.9138 -1.4973 3.1374
C: 0.2286 1.1669 3.6332
F: 0.6789 1.7707 4.7815
F: -0.2837 2.1482 2.8384
F: -0.8061 0.3619 3.9673
H: 3.2731 0.9399 1.9643
H: 3.1067 1.8080 3.5732
H: 2.0745 2.2780 2.1393

One molecule with the formula C14H17Cl2N3O4S, computed with ωB97M-V with the def2-TZVPD basis set.

As for the SMILES: CCOC(=O)/C(=N\[C@H]1CCS(=O)(=O)C1)NNc1cc(Cl)ccc1Cl. The calculation puts the energy relative to the best compared isomer or geometry (same formula, charge and spin) at 2.7978 eV. The value obtained for the HOMO energy is -0.3099 Ha. Its total charge is 0. The value obtained for the HOMO-LUMO gap is 0.3060 hartree.

Atoms and positions in Å:
C: 3.8864 -1.7715 1.6780
C: 2.8342 -1.3909 2.6024
O: 1.5725 -1.1242 1.9428
C: 1.3666 0.1403 1.4655
O: 2.1216 1.1368 1.6757
C: 0.2832 0.2287 0.4117
N: 0.2882 0.7035 -0.8122
C: 1.4549 1.4811 -1.3906
C: 2.7001 0.4014 -1.6142
C: 2.7618 -0.1452 -3.0494
S: 1.9887 1.1827 -4.0503
O: 1.1566 0.6306 -5.1846
O: 2.9132 2.2230 -4.6711
C: 1.0067 2.0515 -2.7374
N: -0.9192 -0.4114 0.6424
N: -2.2026 0.0576 0.0376
C: -3.4080 -0.0270 0.7265
C: -4.5342 -0.5066 0.0332
C: -5.8131 -0.7376 0.6564
Cl: -7.2198 -1.4412 -0.1474
C: -5.9079 -0.3974 1.9987
C: -4.8101 0.1000 2.6708
C: -3.5437 0.3168 2.1168
Cl: -2.2068 0.9426 3.0663
H: 3.4776 -2.5847 1.1481
H: 4.6060 -2.0280 2.2723
H: 4.2336 -0.9986 1.0932
H: 3.1962 -0.5517 3.2803
H: 2.6612 -2.1159 3.3580
H: 1.6325 2.2652 -0.6861
H: 2.6477 -0.4105 -0.9014
H: 3.6250 0.9689 -1.3487
H: 2.2483 -1.1063 -3.1453
H: 3.8627 -0.3145 -3.3875
H: -0.0337 2.0353 -2.7655
H: 1.4311 3.0111 -2.7366
H: -0.8799 -0.8854 1.5612
H: -2.1707 0.0063 -0.9785
H: -4.4436 -0.7749 -1.0271
H: -6.8307 -0.7013 2.4924
H: -5.0328 0.5416 3.7034

no.,electronic energy (eV)
1,-16822.56777
2,-18872.01853
3,-20921.01326
4,-36446.43772
5,-71182.73838
6,-63329.35949